1.
A cluster of 2 separate species, C5H7Br2N in total at a distorted geometry. Source: the Open Molecules 2025 dataset; level of theory: ωB97M-V with the def2-TZVPD basis set.

```
15
C5H7Br2N ωB97M-V with the def2-TZVPD basis set
Br 0.9180 -2.4327 1.6003
Br -2.2359 0.7838 2.7517
N 0.6831 -1.8973 -1.7873
C 0.7242 1.7915 -1.2588
C -0.1451 0.5355 -1.5269
C 0.3056 -0.7287 -1.5994
C -0.0862 -0.7741 1.5964
C -1.1151 -0.7606 2.4306
H -0.0117 2.5561 -0.7539
H 0.6054 -2.3765 -0.9196
H 0.3780 0.0011 1.1441
H -1.5533 -1.5004 3.0516
H 1.0746 2.3103 -2.2461
H 1.5613 1.6501 -0.6039
H -1.1029 0.8417 -1.8789
```

Energy above the lowest of the compared OMol25 structures with the same formula, charge and spin, kcal per mole: 39.5
Structure (SMILES): Br/C=C/Br.CC=C=N

---

2.
A cluster of 2 separate species, C5H7BrCl2O2 in total at a distorted geometry. Source: the Open Molecules 2025 dataset; level of theory: ωB97M-V with the def2-TZVPD basis set.

```
17
C5H7BrCl2O2 ωB97M-V with the def2-TZVPD basis set
Br -2.2944 0.9659 -1.9929
Cl -2.7520 -2.2648 -0.7666
Cl -1.7802 0.4204 1.0209
O 1.3417 1.2317 -1.5984
O 0.6662 1.2506 0.6027
C 1.7227 1.9583 1.3208
C -0.2022 -1.9517 0.0355
C 0.7441 0.9425 -0.6515
C -1.1934 -1.3805 -0.9713
C -1.4270 0.1119 -0.5865
H 1.6291 1.5025 2.3155
H 0.8086 -1.5952 -0.0475
H -0.9705 -1.4805 -2.0692
H -0.0714 -3.0024 -0.0177
H 2.6235 1.9527 0.7849
H 1.4890 2.9605 1.4944
H -0.3337 -1.6220 1.1270
```

---

3.
The molecule C5H7Cl at a distorted geometry. Source: the Open Molecules 2025 dataset; level of theory: ωB97M-V with the def2-TZVPD basis set.

```
13
C5H7Cl ωB97M-V with the def2-TZVPD basis set
Cl 3.9357 0.4535 0.0694
C 1.4469 -0.4053 -0.0470
C -0.5836 1.2195 0.0241
C 2.8624 -0.8495 -0.1243
C 0.8573 0.8163 -0.1321
C 0.5215 -1.4764 -0.0292
H -1.2659 0.9074 -0.7345
H 1.0548 -2.3642 -0.2902
H -0.9395 0.6128 0.8498
H -0.0746 -1.5174 0.9490
H 1.5050 1.4677 -0.4994
H -0.6583 2.2994 0.2238
H -0.2054 -1.2515 -0.7501
```

Energy above the lowest of the compared OMol25 structures with the same formula, charge and spin, kcal per mole: 93.1

---

4.
A structure of composition C5H7Cl2NO12V2 at a distorted geometry. Source: the Open Molecules 2025 dataset; level of theory: ωB97M-V with the def2-TZVPD basis set.

```
29
C5H7Cl2NO12V2 ωB97M-V with the def2-TZVPD basis set
V -1.2042 -0.5372 0.8303
V -5.1118 1.2407 -1.8240
Cl 0.1159 4.9402 -1.2818
Cl 2.1619 2.7468 -2.8034
O -1.6685 -3.8754 -0.2313
O -0.7486 -0.4778 2.3757
O -0.2759 -2.0810 -0.2453
O 2.0617 -1.0928 1.6653
O 2.9846 -2.1754 -0.0152
O -3.5590 1.5134 -2.0228
O -5.0165 -0.3464 -0.3756
O -3.2890 -1.3637 0.7080
O -0.6457 0.7247 0.1143
O 0.0041 -3.8300 -1.5865
O -5.0586 -2.4490 -0.0400
O -5.9302 2.5954 -1.3967
N 2.9662 -1.7484 1.1344
C 0.8967 3.5173 -0.5368
C 2.2517 3.0710 -1.0537
C -0.6654 -3.2311 -0.6566
C -4.4041 -1.3376 0.1576
C 4.1334 -2.0253 1.9785
H 2.5420 2.1961 -0.4767
H 4.3635 -1.1025 2.5117
H 4.9460 -2.3559 1.3426
H 3.0213 3.8370 -0.9507
H 0.9524 3.7890 0.5152
H 0.2980 2.6043 -0.5904
H 3.8781 -2.7465 2.7541
```

2S+1: 7
⟨S²⟩: 12.05
Total charge: -2

---

5.
A cluster of 2 separate species, C5H7Cl2OP in total at a distorted geometry. Source: the Open Molecules 2025 dataset; level of theory: ωB97M-V with the def2-TZVPD basis set.

```
16
C5H7Cl2OP ωB97M-V with the def2-TZVPD basis set
Cl 0.4995 -3.6279 -1.3977
Cl 2.0905 -1.8001 -3.6170
P 1.0934 0.4840 -0.4185
O 2.1687 1.4367 -0.2626
C -0.4944 1.0593 -1.2505
C 0.6727 -2.0592 -0.7132
C 0.4248 -0.4111 1.0524
C 0.4118 -1.9012 0.7841
C 1.3736 -1.0892 -1.2246
H -0.1475 1.0669 -2.3101
H -0.5516 -0.1547 1.3142
H -1.2304 0.3755 -0.8875
H 1.2984 -2.4557 1.1612
H 1.0584 -0.2559 1.9718
H -0.5239 -2.3592 1.0382
H -0.8035 2.0926 -1.0647
```

Energy above the lowest of the compared OMol25 structures with the same formula, charge and spin, kcal per mole: 73.8

---

6.
A structure of composition C5H7ClFN. Source: the Open Molecules 2025 dataset; level of theory: ωB97M-V with the def2-TZVPD basis set.

```
15
C5H7ClFN ωB97M-V with the def2-TZVPD basis set
Cl -2.8407 0.0712 -0.0750
F -1.1420 1.9524 -0.1253
N 1.0353 0.6255 -0.8582
C 1.0857 0.6432 0.6135
C -1.1433 0.5947 -0.0907
C -0.1685 -1.2733 -0.0270
C -0.2024 -0.1416 -1.0779
C -0.2305 -0.0798 0.9553
H -0.4605 -0.2993 -2.1310
H 0.7511 -1.8800 0.0195
H 1.9461 0.1128 1.0268
H 1.8310 0.1181 -1.2632
H -1.0431 -1.9361 0.0291
H -0.5134 -0.1767 1.9990
H 1.0950 1.6690 1.0051
```

Energy above the lowest of the compared OMol25 structures with the same formula, charge and spin, kcal per mole: 19.8

---

7.
A cluster of 2 separate species, C5H7ClIN2 in total at a distorted geometry. Source: the Open Molecules 2025 dataset; level of theory: ωB97M-V with the def2-TZVPD basis set.

```
16
C5H7ClIN2 ωB97M-V with the def2-TZVPD basis set
I 3.9609 -0.2872 0.2277
Cl -2.7524 -1.8366 0.0464
N -0.4450 -0.4326 0.2391
N -1.0795 1.5590 -0.2242
C -1.8008 -0.4815 0.0354
C -2.2199 0.7884 -0.2260
C 0.0557 -1.7770 0.5234
C -0.0304 0.8249 0.0189
C 2.6296 1.1227 -0.3944
H -3.1937 1.1611 -0.3963
H 1.1053 -1.8357 0.4263
H -0.9094 2.6003 -0.3883
H -0.4067 -1.9752 1.4643
H 2.6362 1.0843 -1.4924
H 2.7333 1.9867 0.1998
H -0.2834 -2.5017 -0.0596
```

2S+1: 3
⟨S²⟩: 2.01
Total charge: +1

---

8.
A cluster of 2 separate species, C5H7ClINO in total at a distorted geometry. Source: the Open Molecules 2025 dataset; level of theory: ωB97M-V with the def2-TZVPD basis set.

```
16
C5H7ClINO ωB97M-V with the def2-TZVPD basis set
I -2.2036 -1.8523 -0.1583
Cl 3.0704 -2.5030 1.1665
O 0.8775 -0.0306 -1.3134
N 2.9825 -1.9037 -1.3979
C 0.4463 0.7606 -2.1824
C -0.2938 -0.6088 0.7751
C -0.3645 -0.4652 2.2281
C 3.5859 -1.7676 -0.3242
C 0.4346 -0.2196 -0.1582
H 1.0758 0.7616 -3.0541
H -0.5890 1.1094 -2.1557
H 4.5048 -1.1405 -0.3531
H 0.5550 -0.3512 2.7636
H -0.9907 0.3913 2.6375
H -0.7721 -1.3457 2.7588
H 2.1757 -2.4851 -1.4166
```

---

no.,E_tot (eV)
1,-146870.5974
2,-104477.5204
3,-17816.4394
4,-107773.2094
5,-41676.7469
6,-22027.4423
7,-28888.1683
8,-29453.1348